ORCA calculation (wB97M-V/def2-TZVPD) on C22H19B2BrCdF4N6O12S as an isolated structure.

Each line ends with the Mulliken charge.
Positions of all 68 atoms, in Å:
Cd -0.48353 -0.33898 0.89974  2.351
C -0.02213 0.39658 -3.29036  -1.954
C 0.73204 1.01290 -2.16426  0.152
N 0.54605 2.25700 -1.93147  0.918
O -0.28999 2.99004 -2.66883  -0.626
B 0.40489 4.34859 -2.79438  0.691
F -0.50755 5.35384 -2.56554  -0.364
F 0.97201 4.47361 -4.05741  -0.344
O 1.46742 4.22362 -1.77113  -0.680
N 1.31352 3.04295 -1.04495  0.494
C 0.61329 3.25443 0.32658  1.674
C 0.36287 4.73074 0.55735  -2.208
C 1.63880 2.63097 1.26942  -0.245
N 1.41996 1.42458 1.58224  0.515
O 2.46036 0.77721 2.23647  -0.683
B 3.31777 0.09864 1.25635  0.831
F 4.25182 -0.66751 1.92892  -0.342
F 3.96397 1.06089 0.42823  -0.412
O 2.57158 -0.84095 0.33455  -0.642
N 1.54831 -0.22889 -0.33449  0.357
C 1.82758 0.30140 -1.45150  0.710
C 3.13783 0.27424 -2.17176  -2.001
C 2.84625 3.43972 1.61805  -2.010
H -1.09093 0.55502 -3.15599  0.308
H 0.20195 -0.66492 -3.34970  0.390
H 0.26659 0.90201 -4.21598  0.570
H -0.40816 5.07910 -0.12633  0.421
H 1.26769 5.30671 0.38556  0.533
H 0.02959 4.85659 1.58406  0.574
H 3.81730 -0.39641 -1.65504  0.429
H 3.56704 1.27737 -2.17977  0.301
H 2.98357 -0.04989 -3.20440  0.498
H 3.31871 3.81375 0.70729  0.315
H 3.55817 2.82837 2.16136  0.447
H 2.54666 4.29497 2.22650  0.356
Br -1.54400 -6.75160 5.44133  -0.238
C -0.75891 -5.02193 5.32595  0.051
C -0.04508 -4.53366 6.40631  -0.142
N 0.52919 -3.33442 6.39579  -0.653
C 0.39846 -2.59324 5.29485  -0.172
C -0.30503 -3.00959 4.16981  -0.076
C -0.89969 -4.26011 4.18286  -0.291
C -0.42934 -2.12017 2.95452  0.835
O -1.05846 -2.55647 1.96823  -0.657
O 0.10696 -0.98777 3.01907  -0.838
H 0.06491 -5.13060 7.30482  0.348
H 0.87005 -1.61908 5.28324  0.534
H -1.44718 -4.59474 3.31232  0.542
O 0.08826 -2.76928 -1.38502  -0.674
C -0.99715 -2.25040 -1.56192  -0.301
N -1.48563 -1.12155 -0.95487  0.372
C -2.73148 -0.81698 -1.46238  -0.649
O -3.42967 0.13109 -1.18460  -0.714
C -3.07919 -1.85630 -2.50590  0.401
C -4.18430 -1.99839 -3.31979  -0.552
C -4.19298 -3.07495 -4.20364  -0.394
C -3.12362 -3.96555 -4.26037  -0.411
C -2.01268 -3.80559 -3.43558  -0.506
C -2.02059 -2.73547 -2.56418  0.614
H -5.00421 -1.29359 -3.26523  0.484
H -5.04158 -3.22515 -4.86079  0.369
H -3.16052 -4.79337 -4.95889  0.380
H -1.17183 -4.48691 -3.46840  0.480
O -1.01935 3.10552 2.65039  -0.665
S -1.70767 2.58522 1.49869  1.200
O -2.04615 1.16521 1.58171  -0.794
O -0.56394 2.49321 0.27494  -0.494
O -2.74890 3.40828 0.95733  -0.710

Its electronic energy is -5670.70683 a.u. For the energy relative to the best compared isomer or geometry (same formula, charge and spin), the calculation gives 1.57 kcal per mole. The calculation puts the largest force on an atom at 0.34 eV Å⁻¹. As for the HOMO energy: -0.14329 Eh. The total charge is -2. For the LUMO energy, the calculation gives 3.60 eV.

ORCA calculation (wB97M-V/def2-TZVPD) on C22H19BrMoN4O6 as an isolated structure.

Each line ends with the Mulliken charge.
Positions of all 53 atoms, in Å:
Mo 0.11747 -0.46380 -1.92425  0.524
O -2.47173 0.87110 2.17735  -0.575
C -3.29123 -0.19650 2.05295  1.257
C -4.58273 -0.17940 2.55795  -0.740
C -5.40183 -1.28950 2.45005  -0.491
C -4.95313 -2.43610 1.79425  -0.839
C -3.68913 -2.47050 1.26475  -0.625
C -2.81413 -1.36250 1.38415  0.478
C -1.54383 -1.43360 0.78375  -0.105
O -1.97033 -0.50050 -1.61245  -0.366
N -0.60373 -0.52070 0.90095  -0.393
N 0.48177 -0.46560 0.06385  -0.232
C 1.66277 -0.17630 0.66755  -0.061
C 2.87587 -0.11920 0.01095  0.367
Br 2.66177 -0.41380 -1.97395  0.138
C 4.16997 0.08560 0.45165  -0.563
C 4.70337 0.12410 1.76675  1.039
C 6.03467 0.58950 1.89815  -0.561
C 6.63197 0.70420 3.13125  -0.690
C 5.93907 0.33040 4.27645  -0.364
C 4.65577 -0.19920 4.16645  -0.800
C 4.04087 -0.30010 2.93955  -0.157
H -2.93643 1.60530 2.60555  0.360
H -4.95383 0.71590 3.03935  0.316
H -6.39723 -1.27110 2.86935  0.419
H -5.60933 -3.28500 1.69795  0.442
H -3.33493 -3.35510 0.75925  0.417
H -1.31213 -2.30520 0.16965  0.441
H -0.76893 0.26100 1.54625  0.534
H 1.65807 0.03510 1.73295  0.491
H 4.90437 0.24100 -0.32835  0.362
H 6.57127 0.87610 1.00845  0.358
H 7.64077 1.07640 3.20795  0.413
H 6.40017 0.43190 5.24645  0.423
H 4.14767 -0.54540 5.05285  0.410
H 3.06977 -0.76280 2.87955  0.401
C -0.95043 3.64690 -2.29285  -1.381
C -0.96163 2.18410 -2.56645  0.728
N -0.18233 1.34090 -2.01085  -0.291
C -1.90373 -0.61940 -2.89485  0.241
C -1.97583 0.38840 -3.84865  -0.055
N -1.88643 1.74240 -3.48325  -0.005
C -1.14053 0.01820 -5.07875  0.565
O -1.60093 -0.06650 -6.28135  -0.447
O 0.03307 -0.13630 -4.78825  -0.473
C -1.38163 -2.00090 -3.36935  0.520
O -1.78683 -2.65440 -4.27695  -0.516
O -0.31503 -2.16740 -2.62465  -0.704
H -0.32993 3.85440 -1.42555  0.334
H -1.96473 3.99490 -2.10095  0.385
H -0.55803 4.19970 -3.14575  0.362
H -2.26203 2.43400 -4.12535  0.342
H -2.56573 -0.05450 -6.40145  0.366

Its electronic energy is -4161.80388 a.u. The calculation puts the largest force on an atom at 2.61 eV Å⁻¹. As for the HOMO energy (alpha / beta): -0.49008 / -0.48792 Eh. The total charge is +2. For the LUMO energy (alpha / beta), the calculation gives -7.99 / -7.98 eV.

ORCA calculation (wB97M-V/def2-TZVPD) on C22H19CeF4N5O2Te as an isolated structure.

Each line ends with the Mulliken charge.
Positions of all 54 atoms, in Å:
Ce 0.52935 -0.30670 0.44253  0.019
O -2.52080 -0.42023 3.72153  -0.643
C -1.93672 -0.42004 2.64426  -0.143
N -0.54472 -0.21449 2.54709  0.220
C 0.03449 0.47302 3.62163  -0.072
O -0.40936 0.37509 4.74219  -0.624
C 1.13825 1.36886 3.27690  0.696
C 1.53843 2.22747 4.28835  -0.833
C 2.53539 3.16664 4.00198  -0.201
C 2.96129 3.34298 2.67112  -0.868
C 2.44651 2.45591 1.71653  0.012
N 1.62507 1.48348 2.00474  0.215
C -2.75415 -0.48368 1.41709  0.855
C -4.17421 -0.46207 1.47288  -0.639
C -4.89868 -0.34111 0.28080  -0.344
C -4.20873 -0.34098 -0.92695  -0.762
C -2.81782 -0.32297 -0.94996  -0.339
N -2.15339 -0.42163 0.22317  0.317
H 1.01804 2.14138 5.21272  0.537
H 3.05310 3.72093 4.83889  0.342
H 3.41440 4.27523 2.26758  0.331
H 2.85907 2.55896 0.71370  0.370
H -4.61573 -0.41014 2.48457  0.495
H -5.97428 -0.25102 0.29830  0.432
H -4.71168 -0.25746 -1.89583  0.407
H -2.28694 -0.21233 -1.89324  0.405
C -0.85201 -3.47691 0.47426  -1.036
N 0.21167 -2.79987 -0.22598  0.808
C 1.49389 -3.57479 0.01215  -1.281
C -0.02414 -2.82169 -1.70018  -1.404
C 0.63409 -1.67934 -2.47375  -0.777
N 0.31882 -0.36565 -1.91470  0.577
C 0.66792 0.73039 -2.59263  0.335
C 0.40723 1.98165 -1.92753  0.332
F -0.14400 1.81515 -0.64733  -0.319
C 0.71996 3.22378 -2.45575  -0.046
F 0.45912 4.36986 -1.74126  -0.318
C 1.43659 3.34306 -3.63675  -0.589
C 1.78822 2.15262 -4.30275  0.250
F 2.52435 2.20088 -5.39999  -0.298
C 1.33320 0.90124 -3.87470  0.117
F 1.59871 -0.16112 -4.70638  -0.342
H -0.63512 -4.59192 0.49505  0.360
H -1.83072 -3.38262 -0.02476  0.316
H -0.93516 -3.17597 1.52025  0.256
H 1.46511 -4.45679 -0.62192  0.390
H 1.61376 -3.76577 1.03071  0.439
H 2.36056 -2.95922 -0.34392  0.238
H -1.09138 -2.93150 -1.90648  0.395
H 0.36525 -3.70957 -2.16783  0.412
H 0.30848 -1.73176 -3.54613  0.475
H 1.73045 -1.83831 -2.50886  0.390
H 1.67146 4.32894 -4.01708  0.465
Te 3.25751 -0.34986 -0.01833  -0.331

Its electronic energy is -2416.58524 a.u. The calculation puts the largest force on an atom at 3.18 eV Å⁻¹. As for the HOMO energy (alpha / beta): -0.25069 / -0.25090 Eh. For the LUMO energy (alpha / beta), the calculation gives -0.68 / -0.68 eV.

ORCA calculation (wB97M-V/def2-TZVPD) on C22H19Cl2N4O3SeTi as an isolated structure.

Each line ends with the Mulliken charge.
Positions of all 52 atoms, in Å:
Ti 0.58808 0.11219 0.41774  -0.756
Cl -2.37018 5.35169 -3.22004  -0.231
C -1.40591 4.31318 -2.22155  0.253
C -0.80801 4.83193 -1.08519  -0.663
C -0.05062 3.99741 -0.28393  0.625
Cl 0.69243 4.59834 1.15479  -0.200
C 0.12571 2.64484 -0.59773  0.341
O 0.87062 1.85140 0.16996  -0.560
C -0.49199 2.14999 -1.76045  0.351
C -0.26634 0.68511 -2.05886  0.218
O -0.54576 -0.08700 -0.93409  -0.439
C -1.25787 2.97867 -2.56112  -1.389
H -0.93516 5.87165 -0.82026  0.454
H -0.90452 0.36673 -2.88808  0.689
H -1.74586 2.58462 -3.44337  0.474
C -0.70077 -4.12429 0.60221  -0.686
C -0.86652 -3.81899 2.10764  -0.576
C -0.00447 -2.57249 2.32652  -0.602
O 0.08901 -1.95885 1.03593  0.740
C 0.26576 -3.04440 0.11535  -0.387
H -1.65346 -4.03751 0.08236  0.289
H -0.30633 -5.12239 0.42147  0.337
H -0.53381 -4.64019 2.73963  0.354
H -1.90610 -3.60566 2.34990  0.259
H 1.00099 -2.84014 2.66455  0.297
H -0.44649 -1.86579 3.02172  0.271
H 1.30414 -3.38397 0.16715  0.223
H 0.05313 -2.67928 -0.88434  0.272
N 1.98114 -0.66583 -0.53238  -0.473
C 1.89116 -0.67486 -1.80493  0.221
C 2.27244 -1.82976 -2.61083  -0.583
C 2.10836 -1.85196 -3.94382  -0.466
C 1.63328 -0.69208 -4.67619  -0.495
C 1.28424 0.42209 -4.02992  -0.943
C 1.26535 0.50504 -2.54402  0.813
H 2.68296 -2.67818 -2.07683  0.463
H 2.35694 -2.74530 -4.50416  0.401
H 1.59966 -0.74048 -5.75682  0.409
H 0.95427 1.30524 -4.56747  0.452
H 1.79401 1.39809 -2.20852  0.304
Se 2.46962 0.65073 3.70708  0.162
N 1.15379 1.05351 4.84589  -0.922
C -0.00760 0.95615 4.19326  0.501
C -1.30222 1.14025 4.69770  -0.546
C -2.37598 0.95591 3.82804  -0.689
C -2.17399 0.61711 2.50074  -0.592
N -0.94773 0.43671 1.97530  0.031
C 0.09218 0.57887 2.80891  0.694
N 1.32313 0.31552 2.34562  -0.110
H -1.45304 1.41122 5.73340  0.478
H -3.38841 1.08400 4.18530  0.410
H -3.00327 0.49122 1.81677  0.523

Its electronic energy is -5465.81975 a.u. For the energy relative to the best compared isomer or geometry (same formula, charge and spin), the calculation gives 10.23 kcal per mole. The calculation puts the largest force on an atom at 2.74 eV Å⁻¹. As for the HOMO energy (alpha / beta): -0.23205 / -0.30713 Eh. As for the expectation value of S²: 0.78. For the LUMO energy (alpha / beta), the calculation gives -0.47 / -0.61 eV. As for the spin multiplicity: 2.